Here is a structure of composition C49H38F10N4NaO3P from the Open Molecules 2025 dataset. Energies are from ωB97M-V with the def2-TZVPD basis set.

Properties
ΔE to the lowest compared entry with this formula, charge and spin   1.675 eV
Molar mass   974.81 g mol⁻¹
Frontier orbital gap   2.384 eV
LUMO energy   -1.770 eV

Each line ends with the Löwdin charge.
CARTESIAN COORDINATES (ANGSTROEM)
Na (-0.4317, 0.1448, 2.9952)  0.347
C (1.4677, -1.8776, 5.8733)  -0.087
C (1.4862, -0.5418, 6.4283)  -0.100
C (1.6615, 0.4925, 5.5784)  -0.040
C (1.8153, 0.2860, 4.1775)  -0.247
N (1.7846, -1.0381, 3.6316)  -0.107
C (1.6249, -2.0851, 4.5547)  -0.127
C (1.8949, 1.2339, 3.1695)  -0.217
C (1.8729, 2.6620, 3.3110)  -0.033
C (1.9595, 3.4568, 2.2139)  -0.098
C (2.0562, 2.8870, 0.9032)  -0.118
C (2.0266, 1.5321, 0.7384)  -0.128
C (1.9514, 0.6552, 1.8560)  -0.252
H (1.3497, -2.7405, 6.5149)  0.095
H (1.3863, -0.3825, 7.4936)  0.090
H (1.7005, 1.5093, 5.9497)  0.107
H (1.6544, -3.0892, 4.1648)  0.102
H (1.7974, 3.1045, 4.2982)  0.103
H (1.9631, 4.5346, 2.3320)  0.093
H (2.1630, 3.5357, 0.0395)  0.088
H (2.1079, 1.1332, -0.2667)  0.098
F (-0.2496, 2.7072, -3.1927)  0.061
C (-1.3377, 2.5655, -2.3966)  -0.201
C (-1.1684, 2.3318, -1.0653)  0.086
C (-2.2827, 2.0749, -0.2752)  -0.031
C (-2.0679, 1.6140, 1.0975)  -0.287
O (-0.9436, 1.5559, 1.5700)  0.044
C (-3.2333, 1.1556, 1.8166)  -0.015
C (-4.4471, 1.3289, 1.2732)  0.046
N (-4.6551, 1.8398, 0.0004)  -0.009
C (-6.0034, 1.9907, -0.4856)  -0.279
C (-6.9970, 2.6760, 0.3983)  -0.087
C (-6.4904, 3.3682, -0.8309)  -0.099
C (-3.5754, 2.1229, -0.8145)  -0.116
C (-3.7170, 2.3961, -2.1843)  0.066
C (-2.6062, 2.5839, -2.9814)  -0.168
N (-2.7908, 2.6959, -4.3979)  -0.086
C (-1.8874, 3.5655, -5.1334)  -0.155
C (-2.4922, 3.8581, -6.4905)  -0.084
N (-2.6576, 2.5396, -7.2089)  0.061
C (-3.5399, 1.5933, -6.4295)  -0.081
C (-2.9351, 1.4026, -5.0565)  -0.138
C (-2.8366, 0.4262, 3.1006)  -0.652
O (-2.2402, -0.6612, 2.8342)  -0.065
O (-2.9705, 0.9908, 4.1886)  0.048
H (-0.1789, 2.2795, -0.6115)  0.126
H (-5.3520, 1.0292, 1.7843)  0.148
H (-6.3606, 1.1672, -1.0931)  0.150
H (-6.6409, 3.0371, 1.3543)  0.112
H (-8.0087, 2.2957, 0.4042)  0.106
H (-5.7905, 4.1820, -0.6923)  0.112
H (-7.1518, 3.4775, -1.6808)  0.101
H (-4.6965, 2.4273, -2.6457)  0.120
H (-0.8909, 3.1246, -5.2782)  0.130
H (-1.7501, 4.5006, -4.5939)  0.150
H (-1.8541, 4.4926, -7.1001)  0.136
H (-3.4824, 4.2973, -6.3974)  0.138
H (-1.7340, 2.1126, -7.3017)  0.181
H (-3.0224, 2.6784, -8.1483)  0.179
H (-3.6093, 0.6627, -6.9874)  0.139
H (-4.5182, 2.0633, -6.3585)  0.138
H (-1.9711, 0.8737, -5.1416)  0.118
H (-3.5987, 0.7680, -4.4742)  0.145
F (-0.5920, -0.4986, -4.4936)  0.077
C (0.2888, -1.4905, -4.1806)  -0.564
F (1.3019, -1.3824, -5.0598)  0.131
F (-0.3422, -2.6435, -4.4716)  0.140
C (0.7490, -1.4100, -2.7622)  -0.138
C (1.9382, -2.0179, -2.3799)  -0.005
C (2.3585, -1.9468, -1.0568)  -0.058
C (1.6264, -1.2527, -0.0922)  -0.235
C (0.4096, -0.6954, -0.5016)  -0.071
C (-0.0319, -0.7685, -1.8118)  -0.007
P (2.0201, -1.1376, 1.8176)  0.939
C (1.3967, -2.9337, 1.8411)  -0.267
C (0.0267, -3.1806, 1.9548)  -0.051
C (-0.4692, -4.4738, 1.9265)  0.008
C (0.4042, -5.5428, 1.7761)  -0.131
C (1.7643, -5.3158, 1.6437)  -0.003
C (2.2538, -4.0156, 1.6704)  -0.067
C (-0.1167, -6.9464, 1.8221)  -0.585
F (0.6340, -7.7939, 1.0942)  0.128
F (-1.3763, -7.0390, 1.3584)  0.130
F (-0.1353, -7.4368, 3.0783)  0.136
C (3.8822, -1.3822, 1.7601)  -0.228
C (4.5634, -1.9534, 2.8325)  -0.058
C (5.9467, -1.8700, 2.9410)  -0.002
C (6.6750, -1.1980, 1.9759)  -0.136
C (6.0203, -0.6091, 0.9032)  -0.005
C (4.6421, -0.6933, 0.8103)  -0.064
C (8.1678, -1.1328, 2.0644)  -0.586
F (8.6581, -0.0018, 1.5254)  0.130
F (8.6099, -1.1948, 3.3312)  0.134
F (8.7560, -2.1533, 1.4037)  0.131
H (2.5418, -2.5334, -3.1176)  0.120
H (3.2896, -2.4308, -0.7802)  0.107
H (-0.1936, -0.1556, 0.2215)  0.094
H (-0.9720, -0.3116, -2.0983)  0.110
H (-0.6739, -2.3602, 2.0849)  0.096
H (-1.5334, -4.6504, 2.0180)  0.125
H (2.4401, -6.1522, 1.5198)  0.120
H (3.3179, -3.8501, 1.5590)  0.100
H (4.0132, -2.4737, 3.6074)  0.102
H (6.4535, -2.3157, 3.7879)  0.121
H (6.5873, -0.0679, 0.1556)  0.120
H (4.1434, -0.1920, -0.0097)  0.100